## one
{"formula": "C3H9N2O2S", "method": "ωB97M-V/def2-TZVPD", "charge": -1, "spin_multiplicity": 1, "e_lumo_ev": 3.56, "orbital_gap_ev": 6.3, "species": ["N", "C", "C", "S", "C", "N", "O", "H", "H", "H", "H", "H", "H", "H", "H", "H", "O"], "positions_angstrom": [[-1.02928, 0.42492, 0.87846], [-0.75334, -0.17889, -0.50769], [-0.01132, 0.76252, -1.52192], [-0.85789, 2.42301, -1.48867], [0.04970, -1.51566, -0.15760], [-0.45421, -2.42334, 0.83799], [1.23649, -1.58164, -0.37249], [-1.98091, -0.04849, 1.14114], [-0.91755, 1.40410, 0.92603], [-1.73371, -0.50082, -1.05879], [0.99587, 0.86518, -1.13672], [-0.04523, 0.43722, -2.56614], [-1.35339, -2.29138, 1.20404], [0.21122, -2.95990, 1.23595], [1.48632, 2.17116, 0.96431], [2.69621, 1.02003, 0.72352], [2.46103, 1.99199, 0.89859]], "lowdin_charge": [-0.010, -0.391, -0.684, 0.089, -0.442, 0.134, 0.021, 0.099, -0.034, 0.131, 0.012, 0.034, 0.051, 0.032, 0.028, 0.066, -0.136]}

***

## two
{"formula": "C3H9N2O2S", "method": "ωB97M-V/def2-TZVPD", "charge": -1, "spin_multiplicity": 1, "e_lumo_ev": 3.49, "orbital_gap_ev": 6.2, "species": ["N", "C", "C", "S", "C", "N", "O", "H", "H", "H", "H", "H", "H", "H", "H", "H", "O"], "positions_angstrom": [[0.49377, -0.84039, 1.17913], [0.46565, 0.49568, 0.60536], [0.67438, 0.49097, -0.90343], [2.07861, -0.60010, -1.38602], [-0.90016, 1.09923, 0.98382], [-1.19952, 1.18611, 2.31760], [-1.78440, 1.32063, 0.17071], [0.91589, -0.78738, 2.08760], [0.97036, -1.45831, 0.52636], [1.24593, 1.12972, 1.03444], [-0.23678, 0.10145, -1.35566], [0.89509, 1.48996, -1.26588], [-0.53785, 0.88586, 3.00974], [-2.18200, 1.30559, 2.52328], [-0.88021, -2.08127, -1.13382], [-2.16850, -1.19328, -1.16478], [-1.74524, -1.97464, -1.54449]], "lowdin_charge": [0.007, -0.448, -0.691, 0.141, -0.502, 0.135, 0.021, 0.051, -0.026, 0.122, 0.022, 0.041, 0.082, 0.098, 0.008, 0.022, -0.083]}

***

Result of the stability comparison: two is the most stable of them.

***

## one
{"formula": "CH10N2O4", "method": "ωB97M-V/def2-TZVPD", "charge": 0, "spin_multiplicity": 1, "e_lumo_ev": -5.34, "orbital_gap_ev": 4.5, "species": ["N", "C", "N", "O", "H", "H", "H", "H", "H", "H", "O", "H", "H", "O", "H", "H", "O"], "positions_angstrom": [[-0.16521, -1.03415, 0.28485], [0.81675, -0.17890, -0.26452], [2.08240, -0.92600, -0.08276], [0.75896, 0.17728, -1.58120], [-0.35379, -0.82283, 1.21563], [-0.99949, -1.10469, -0.31851], [2.83387, -0.75690, -0.58583], [2.20164, -1.48668, 0.70204], [-1.70363, -0.81856, -3.01515], [-0.68374, 1.41363, 1.08598], [-0.41854, 0.62201, 2.41413], [-0.32659, -0.04953, -1.95485], [0.81118, 0.64931, 0.34545], [-1.48648, -0.40909, -2.17598], [-0.40708, 1.01727, 3.29336], [-1.94990, 1.85897, 0.39918], [-1.01035, 1.84885, 0.23818]], "lowdin_charge": [0.264, -0.469, 0.194, 0.079, 0.040, 0.114, 0.036, 0.084, 0.011, -0.048, -0.231, 0.003, 0.160, -0.151, -0.009, 0.032, -0.109]}

***

## two
{"formula": "CH10N2O4", "method": "ωB97M-V/def2-TZVPD", "charge": 0, "smiles": "NC(N)=O.O.O.O", "spin_multiplicity": 1, "e_lumo_ev": 0.28, "orbital_gap_ev": 10.7, "species": ["N", "C", "N", "O", "H", "H", "H", "H", "H", "H", "O", "H", "H", "O", "H", "H", "O"], "positions_angstrom": [[0.10277, 2.01861, 2.87036], [0.04499, 0.76227, 2.28234], [-1.04146, 0.50196, 1.50797], [0.87167, -0.09557, 2.52649], [-0.42229, 2.72411, 2.39253], [1.06554, 2.20954, 3.10898], [-1.07114, -0.41939, 1.12252], [-1.49934, 1.22059, 0.97794], [-2.48851, -0.57776, -3.60153], [-1.20248, -1.27239, -2.92936], [-1.60350, -0.47000, -3.25930], [2.05559, -2.31400, 2.58751], [2.25470, -1.78597, 3.95070], [2.45195, -2.58082, 3.43020], [0.24234, 0.23991, -6.40556], [-0.24355, 0.03690, -4.98446], [0.48270, -0.19800, -5.57734]], "lowdin_charge": [0.146, -0.670, 0.155, 0.032, 0.084, 0.104, 0.100, 0.096, 0.041, 0.045, -0.043, 0.015, 0.022, -0.083, 0.034, -0.005, -0.072]}

***

## three
{"formula": "CH10N2O4", "method": "ωB97M-V/def2-TZVPD", "charge": 0, "smiles": "NC(N)=O.O.O.O", "spin_multiplicity": 1, "e_lumo_ev": 0.37, "orbital_gap_ev": 9.6, "species": ["N", "C", "N", "O", "H", "H", "H", "H", "H", "H", "O", "H", "H", "O", "H", "H", "O"], "positions_angstrom": [[-0.18267, 1.59953, -0.50593], [1.04252, 1.31223, -1.09403], [1.25239, 0.05836, -1.67687], [1.93025, 2.12035, -0.89694], [-1.03414, 1.19774, -0.72652], [-0.18508, 2.62573, -0.35184], [1.99001, -0.20623, -2.28212], [0.77666, -0.71547, -1.28398], [-1.59594, -1.83333, 1.41152], [-1.34639, -0.32166, 1.00356], [-1.32553, -1.27664, 0.77145], [-0.14229, -2.18611, -0.01016], [0.90702, -3.03982, -0.63052], [0.65792, -2.12349, -0.46629], [-1.01333, 0.42528, 2.90625], [-0.53171, 1.31690, 1.68516], [-1.19969, 1.04664, 2.14725]], "lowdin_charge": [0.133, -0.620, 0.153, 0.020, 0.066, 0.131, 0.090, 0.002, -0.004, 0.026, -0.014, -0.038, 0.071, -0.043, 0.112, -0.086, 0.001]}

***

Result of the stability comparison: two is the most stable of them.